[1]
2 unconnected molecules or ions with the total composition C2H3NO2, computed with ωB97M-V with the def2-TZVPD basis set.

Output
**Gap between HOMO and LUMO (spin up / spin down)**: 7.918 / 10.082 eV
**Total energy**: -7701.80031 eV
**Lowest unoccupied orbital energy (spin up / spin down)**: -1.664 / -0.628 eV
**Relative energy (zero: lowest compared OMol25 entry of this formula, charge and spin)**: 139.3 kcal/mol
**M**: 73.1 g mol⁻¹

Geometry as XYZ:
```
8
Properties=species:S:1:pos:R:3:lowdin_charge:R:1
C 1.21 0.93 0.15 -0.608
C -1.02 -0.96 -0.02 0.199
N -0.05 1.23 0.42 0.206
O 2.29 0.52 0.49 0.136
O 0.53 1.47 -0.90 0.064
H -0.39 -1.64 0.51 0.027
H -1.97 -0.76 0.28 -0.011
H -0.60 -0.79 -0.93 -0.013
```


[2]
A molecular structure, C15H8Cl2PdS6, computed with ωB97M-V with the def2-TZVPD basis set.

Output
**Net charge**: -2
**Gap between HOMO and LUMO**: 5.296 eV
**Total energy**: -109224.06206 eV
**Lowest unoccupied orbital energy**: 4.425 eV
**Relative energy (zero: lowest compared OMol25 entry of this formula, charge and spin)**: 17.5 kcal/mol
**M**: 558.0 g mol⁻¹

Geometry as XYZ:
```
32
Properties=species:S:1:pos:R:3:lowdin_charge:R:1
Pd -1.44 -0.34 0.13 0.207
S -8.04 1.12 2.79 0.397
C -6.57 0.70 2.22 -1.547
S -5.04 1.03 3.03 0.816
C -3.91 0.31 1.83 -1.184
C -4.49 -0.22 0.73 -1.210
S -3.68 -0.94 -0.59 0.413
S -6.28 -0.12 0.69 0.814
S -2.25 0.28 2.23 0.502
Cl 0.66 -2.68 0.97 0.647
C 1.68 -2.46 -0.42 -0.687
C 2.98 -2.93 -0.35 -0.172
C 3.85 -2.82 -1.39 -0.143
C 3.44 -2.23 -2.59 -0.154
C 2.14 -1.74 -2.70 -0.697
Cl 1.69 -1.02 -4.21 0.610
C 1.18 -1.81 -1.62 -0.739
S -0.41 -1.24 -1.82 0.535
H 3.30 -3.39 0.59 0.092
H 4.87 -3.20 -1.30 0.085
H 4.11 -2.14 -3.44 0.083
C 1.87 3.27 0.52 -0.143
C 2.32 1.95 0.60 -0.127
C 1.42 0.89 0.53 -0.139
C 0.03 1.05 0.39 -0.326
C -0.37 2.38 0.33 -0.167
C 0.50 3.47 0.39 -0.130
H 2.56 4.10 0.57 0.073
H 3.38 1.74 0.71 0.082
H 1.83 -0.10 0.60 0.052
H -1.44 2.59 0.24 0.077
H 0.10 4.48 0.33 0.081
```


[3]
A molecular structure, C4H4O3, computed with ωB97M-V with the def2-TZVPD basis set.

Output
**Gap between HOMO and LUMO**: 9.285 eV
**Total energy**: -10350.51059 eV
**Lowest unoccupied orbital energy**: -0.047 eV
**Relative energy (zero: lowest compared OMol25 entry of this formula, charge and spin)**: 108.4 kcal/mol
**M**: 100.1 g mol⁻¹

Geometry as XYZ:
```
11
Properties=species:S:1:pos:R:3:lowdin_charge:R:1
C 1.36 -1.28 -0.19 -0.015
C 0.32 -0.26 0.08 -0.041
O 0.51 0.90 -0.44 0.085
C -1.41 0.45 0.68 -0.468
O -2.04 0.05 1.62 0.087
C -0.78 1.53 -0.08 -0.182
O -1.80 0.80 -0.69 0.081
H 1.63 -1.77 0.75 0.095
H 2.24 -0.88 -0.70 0.089
H 0.89 -2.05 -0.81 0.105
H -0.76 2.61 -0.13 0.163
```


[4]
2 unconnected molecules or ions with the total composition C4H10N4OS2, computed with ωB97M-V with the def2-TZVPD basis set.

Output
**Net charge**: +2
**Gap between HOMO and LUMO**: 5.188 eV
**Total energy**: -33968.20061 eV
**Lowest unoccupied orbital energy**: -9.472 eV
**Relative energy (zero: lowest compared OMol25 entry of this formula, charge and spin)**: 0.0 kcal/mol
**M**: 194.3 g mol⁻¹

Geometry as XYZ:
```
21
Properties=species:S:1:pos:R:3:lowdin_charge:R:1
C 0.27 1.27 -2.52 -0.554
C 0.90 -0.67 0.33 -0.376
C -4.33 0.86 2.37 -0.222
C -1.27 0.43 -0.20 -0.204
N 0.76 0.51 -1.63 -0.065
N 0.52 -0.97 1.59 0.187
N 2.12 -1.03 -0.06 0.203
N 0.11 0.07 -0.49 -0.048
O -1.47 1.20 0.95 -0.073
S 1.20 1.21 -3.94 0.866
S -5.70 0.91 2.97 1.186
H -0.58 1.93 -2.44 0.085
H -1.65 -0.60 -0.10 0.143
H -3.41 0.74 1.89 -0.005
H -1.91 0.84 -1.04 0.157
H 1.18 -1.54 2.09 0.121
H 0.08 -0.22 2.21 0.162
H 2.68 -1.50 0.63 0.132
H 2.56 -0.49 -0.93 0.189
H -0.93 2.04 1.08 0.160
H 2.32 0.54 -3.36 -0.046
```